[1]
Computed, not measured: C21H22CrIN8O7S2 as an isolated structure at a distorted geometry, with the ωB97M-V functional and the def2-TZVPD basis.

```
62
C21H22CrIN8O7S2 the ωB97M-V functional and the def2-TZVPD basis
Cr 0.3583 -0.4071 1.4311
N -6.5032 3.7454 -1.7872
C -5.1098 3.5512 -1.7158
C -4.2356 4.6222 -1.6988
C -2.8682 4.4056 -1.6839
C -2.3503 3.1169 -1.7265
C -3.2211 2.0395 -1.6739
C -4.5765 2.2461 -1.6470
S -0.5732 2.8656 -1.9003
O -0.0146 4.2265 -1.7199
O -0.3837 2.2116 -3.1730
N -0.2389 1.8964 -0.6872
C 0.0219 2.4493 0.5109
S 0.2107 4.1354 0.8740
C 0.5655 3.7164 2.5101
C 0.5458 2.3796 2.6841
N 0.2228 1.6310 1.5818
H -6.7991 4.6171 -1.4529
H -7.1031 2.9942 -1.4724
H -4.5834 5.6490 -1.7467
H -2.1962 5.2450 -1.7153
H -2.8166 1.0248 -1.6832
H -5.2825 1.4369 -1.6617
H 0.7457 4.5429 3.2009
H 0.7582 1.8321 3.6142
O -3.1105 -1.2020 2.5610
N -2.0105 -1.0121 2.1694
O -1.6872 -1.1544 0.9379
O -1.0759 -0.5896 2.9235
I 6.0162 3.8058 3.7218
C 4.9944 2.5134 2.4782
C 5.2488 2.5738 1.1281
C 4.6059 1.6990 0.2488
C 3.6848 0.7750 0.7282
C 3.4429 0.7579 2.1033
C 4.0906 1.5962 2.9880
C 2.9227 -0.1416 -0.1575
O 3.6062 -0.7303 -1.0045
O 1.6828 -0.2916 -0.0012
H 5.8953 3.3221 0.7352
H 4.8128 1.6865 -0.7992
H 2.7312 0.0546 2.5282
H 3.8957 1.5746 4.0376
C -0.8543 -6.4820 -0.9738
C 0.2348 -5.6384 -1.6406
C -0.3593 -4.3820 -2.2660
C 1.4022 -5.2908 -0.7190
N 1.0713 -4.2587 0.2271
C 1.1946 -2.9383 0.1741
N 0.7864 -2.4738 1.3111
N 0.3995 -3.4908 2.1030
N 0.5776 -4.6020 1.4723
H -1.6591 -6.7309 -1.6722
H -1.2818 -5.8916 -0.1398
H -0.4958 -7.4203 -0.5611
H 0.6353 -6.2268 -2.4626
H -0.8042 -3.7248 -1.5342
H -1.1353 -4.6630 -2.9992
H 0.4209 -3.8035 -2.7706
H 2.2213 -4.9086 -1.3059
H 1.7882 -6.1702 -0.2083
H 1.5388 -2.3146 -0.6230
```

The calculation puts the lowest unoccupied orbital energy (spin up / spin down) at 0.0770 / 0.0770 Ha. Its total charge is -1. The calculation puts the HOMO energy (spin up / spin down) at -4.89 / -4.99 eV. The spin multiplicity is 5.

---

[2]
Computed, not measured: C21H22FN3O5 as an isolated structure at a distorted geometry, with the ωB97M-V functional and the def2-TZVPD basis.

```
52
C21H22FN3O5 the ωB97M-V functional and the def2-TZVPD basis
C -1.8877 -3.5853 2.0007
H -2.4300 -3.3333 1.0681
O -0.4423 -3.0894 1.6823
C 0.1334 -3.9141 0.6752
C -0.3231 -3.6412 -0.8736
N -0.4868 -2.1176 -0.7952
C -1.7116 -1.5167 -0.5959
O -2.7401 -1.8575 -0.9564
N -1.3937 0.0151 -0.7224
C 0.0323 0.1724 -0.5622
O 0.4925 1.4905 -0.4470
C 0.5758 -1.0442 -0.7265
H 1.1738 -1.5341 0.2332
C 1.7588 -1.1092 -1.7031
H 1.7631 -2.2212 -2.2825
H 1.4058 -0.5375 -2.4185
C 3.1822 -1.0327 -1.1797
O 4.0156 -1.7195 -1.2572
N 3.3327 0.4692 -0.7415
C 4.3081 1.0338 0.0103
C 4.0981 2.2480 0.3573
C 5.0809 3.0264 1.1818
C 6.4580 2.4813 1.1208
C 6.5712 1.1624 0.6836
C 5.5993 0.5767 -0.3188
H 5.8615 -0.5463 -0.5075
F 7.8711 0.3650 0.5382
H 7.3377 3.0407 1.4792
H 4.9579 3.8732 1.5638
H 3.1941 2.6559 0.4931
H 2.3790 1.0215 -0.6764
C -2.3794 0.9627 -0.7037
C -2.1580 2.2071 -1.2757
C -3.2036 2.9970 -1.2519
C -4.3565 2.8572 -0.4686
C -4.4370 1.9432 0.2810
C -3.4489 0.7779 0.0192
H -3.6098 -0.1222 1.0118
O -5.5640 1.4796 1.0404
C -6.7180 2.4896 1.2120
H -6.9818 2.4689 0.3012
H -6.4076 3.3831 1.7876
H -7.4338 1.8614 1.8086
H -5.1287 3.5505 -0.4216
H -3.1749 4.1069 -1.8535
H -1.1467 2.2663 -1.8992
H 0.4485 -3.9757 -1.4003
H -1.2127 -3.9936 -0.9147
H 1.1643 -3.5631 0.7494
H -0.1969 -4.9000 0.8576
H -2.2518 -3.0072 2.7558
H -1.9705 -4.6221 2.0413
```

The calculation puts the lowest unoccupied orbital energy at -0.0080 Ha. Its total charge is 0. The calculation puts the HOMO energy at -8.29 eV.

---

[3]
Computed, not measured: C21H22MnN2O6S2 as an isolated structure at a distorted geometry, with the ωB97M-V functional and the def2-TZVPD basis.

```
54
C21H22MnN2O6S2 the ωB97M-V functional and the def2-TZVPD basis
Mn 0.3799 -0.4369 0.1643
C 4.7085 -0.2817 -0.2429
C 4.9100 1.1116 -0.1454
C 3.8094 1.9156 -0.1516
C 2.5034 1.3748 -0.2267
N 2.3098 -0.0189 -0.2123
C 3.4234 -0.7680 -0.2688
C 1.3284 2.1522 -0.3481
C 1.2772 3.5687 -0.3635
C 0.0840 4.2100 -0.5329
C -1.0822 3.4491 -0.7163
C -0.9798 2.0727 -0.6749
N 0.1602 1.4214 -0.4837
H 5.5494 -0.9536 -0.2904
H 5.9079 1.5211 -0.0759
H 3.9152 2.9886 -0.1069
H 3.2711 -1.8374 -0.3414
H 2.1868 4.1321 -0.2218
H 0.0327 5.2891 -0.5298
H -2.0380 3.9211 -0.8685
H -1.8631 1.4551 -0.7871
O -2.8003 0.8997 1.5152
S -2.7997 -0.4299 0.9482
O -3.9189 -0.7220 0.0712
O -1.5370 -0.8320 0.3063
C -3.0179 -1.4746 2.3885
C -4.3017 -1.9042 2.6567
C -4.6123 -2.5020 3.8699
C -3.6130 -2.6543 4.8289
C -2.3242 -2.2405 4.5550
C -2.0220 -1.6414 3.3338
S -0.3000 -1.3100 3.0105
O 0.3665 -1.5069 4.2741
O 0.0822 -2.5307 2.0931
O 0.0116 -0.0530 2.3687
H -5.0390 -1.7632 1.8827
H -5.6209 -2.8311 4.0743
H -3.8455 -3.1081 5.7819
H -1.5243 -2.3591 5.2683
C 1.0203 -4.8015 -0.0357
C 0.1820 -3.5194 -0.1550
C -1.2714 -3.8613 0.1894
C 0.2525 -3.0086 -1.6059
C 0.7316 -2.4010 0.7727
H 0.6890 -5.5475 -0.7606
H 0.9121 -5.2170 0.9650
H 2.0749 -4.5997 -0.2200
H -1.6366 -4.6479 -0.4707
H -1.9005 -2.9815 0.0788
H -1.3439 -4.2051 1.2210
H -0.2041 -3.7227 -2.2937
H 1.2873 -2.8401 -1.9047
H -0.2893 -2.0508 -1.6735
H 1.7811 -2.6654 1.0088
```

The calculation puts the lowest unoccupied orbital energy (spin up / spin down) at 0.1030 / 0.1029 Ha. Its total charge is -1. The calculation puts the HOMO energy (spin up / spin down) at -2.32 / -3.58 eV. The spin multiplicity is 5.

---

[4]
Computed, not measured: one molecule with the formula C21H22N2O7S at a distorted geometry, with the ωB97M-V functional and the def2-TZVPD basis.

```
53
C21H22N2O7S the ωB97M-V functional and the def2-TZVPD basis
C -3.5708 -4.6272 -2.3291
C -3.4018 -3.5158 -1.2997
N -3.7036 -2.2209 -1.8746
C -4.8250 -1.4647 -1.3729
C -6.1569 -2.0853 -1.7823
S -2.4209 -1.4028 -2.5171
O -2.9165 -0.2035 -3.1219
O -1.6539 -2.3190 -3.3052
C -1.4265 -0.9465 -1.0850
C -0.2908 -1.6763 -0.7840
C 0.4490 -1.3582 0.3411
C 0.0364 -0.3094 1.1604
C 0.7974 0.0794 2.3736
O 0.4495 0.9490 3.1375
O 1.9226 -0.6276 2.5145
C 2.7634 -0.3518 3.6275
C 4.1470 0.1254 3.1724
O 5.1440 -0.3836 3.6263
C 4.1780 1.1887 2.1525
C 5.2807 1.2504 1.2971
C 5.3481 2.1995 0.2992
C 4.3184 3.1212 0.1421
C 3.2330 3.0975 1.0300
C 3.1640 2.1375 2.0222
N 2.2603 4.0901 0.9175
C 2.2113 4.9788 -0.1057
O 1.4019 5.8728 -0.1614
C 3.2213 4.7104 -1.2164
O 4.4166 4.0580 -0.8306
C -1.1086 0.4215 0.8434
C -1.8419 0.1014 -0.2837
H -2.9080 -4.4355 -3.1676
H -3.3225 -5.5885 -1.8860
H -4.5944 -4.6565 -2.6918
H -2.3670 -3.5092 -0.9392
H -4.0578 -3.6808 -0.4406
H -4.7726 -1.3721 -0.2773
H -4.7349 -0.4739 -1.8194
H -6.2823 -3.0685 -1.3360
H -6.9735 -1.4479 -1.4535
H -6.1988 -2.1829 -2.8632
H 0.0050 -2.4709 -1.4513
H 1.3404 -1.9117 0.5898
H 2.8875 -1.2803 4.1924
H 2.2939 0.4054 4.2681
H 6.0725 0.5289 1.4240
H 6.1908 2.2510 -0.3707
H 2.3350 2.1731 2.7113
H 1.5619 4.1651 1.6464
H 2.7033 4.1100 -1.9820
H 3.5166 5.6598 -1.6687
H -1.4026 1.2335 1.4912
H -2.7185 0.6630 -0.5635
```

The calculation puts the lowest unoccupied orbital energy at -0.0149 Ha. Its total charge is 0. The calculation puts the HOMO energy at -8.74 eV.

---

Result set for M: 741.5, 415.4, 517.5, 446.5 Da, one per record in the order listed.
Result set for ΔE to the lowest compared entry with this formula, charge and spin: 0.0, 391.3, 12.9, 0.3 kcal/mol, one per record in the order listed.